{"formula": "C18H27FNPdSi2Te", "method": "ωB97M-V/def2-TZVPD", "lumo_ev": 2.2293, "homo_energy_ev": -3.80, "charge": -1, "e_tot_ha": -1831.7079, "species": ["Pd", "C", "Si", "C", "C", "N", "C", "C", "C", "C", "C", "C", "F", "H", "H", "H", "H", "H", "H", "H", "H", "H", "H", "H", "H", "H", "C", "Si", "C", "C", "H", "H", "H", "H", "H", "H", "H", "H", "H", "Te", "C", "C", "C", "C", "C", "C", "H", "H", "H", "H", "H"], "coordinates": [[-0.40240, -0.04750, 0.45770], [-1.96060, -1.02010, 4.77930], [-0.58920, -0.89410, 3.43940], [1.06790, -1.19700, 4.36500], [-0.85810, -2.26870, 2.12530], [-0.62050, 0.57780, 2.58030], [-0.35220, 1.81470, 3.01510], [-0.34530, 2.22020, 4.36730], [-0.12850, 3.53120, 4.72660], [0.12610, 4.51060, 3.77830], [0.17610, 4.14910, 2.43830], [-0.06860, 2.84480, 2.09230], [-0.02000, 2.49620, 0.75670], [-1.95260, -1.98320, 5.27920], [-2.95080, -0.86800, 4.36200], [-1.80640, -0.25830, 5.53680], [1.06720, -2.12030, 4.93540], [1.25610, -0.38240, 5.05820], [1.90070, -1.23400, 3.67000], [-1.18690, -3.20800, 2.56050], [0.07960, -2.45810, 1.59120], [-1.62690, -1.95280, 1.39860], [-0.51340, 1.47360, 5.12930], [-0.15980, 3.80220, 5.77500], [0.29390, 5.53320, 4.08130], [0.40840, 4.86520, 1.66370], [2.75930, -2.08020, -0.49010], [1.82990, -0.35910, -0.34730], [3.04150, 0.69600, 0.77390], [2.13290, 0.37920, -2.13780], [3.79100, -1.91080, -0.78620], [2.30410, -2.72690, -1.23580], [2.76640, -2.61890, 0.45360], [4.08510, 0.50490, 0.53660], [2.89250, 0.48600, 1.82910], [2.85330, 1.75610, 0.63410], [3.17790, 0.65160, -2.26110], [1.52520, 1.26210, -2.32060], [1.87870, -0.35670, -2.89450], [-1.86950, 0.26580, -1.59610], [-3.82450, -0.18700, -0.88780], [-4.06290, -0.13860, 0.48030], [-5.32510, -0.36880, 0.99000], [-6.37850, -0.66310, 0.13800], [-6.14610, -0.73490, -1.22540], [-4.88490, -0.49170, -1.73530], [-3.24200, 0.11320, 1.15430], [-5.49270, -0.31060, 2.05670], [-7.36970, -0.84550, 0.53200], [-6.95900, -0.97570, -1.89900], [-4.72470, -0.52130, -2.80450]], "forces_ev_per_angstrom": [[0.79, 0.23, 0.62], [0.50, 0.07, -0.47], [-0.13, -0.71, 0.27], [-0.63, 0.18, -0.39], [-0.01, 0.44, 0.56], [0.41, -1.49, -0.84], [0.16, 0.79, 0.11], [0.02, -0.16, -0.31], [0.04, 0.38, 0.23], [0.04, 0.03, 0.15], [0.00, -0.07, -0.08], [0.05, -0.24, -0.67], [0.08, 0.84, 1.01], [0.05, -0.27, 0.08], [-0.19, 0.04, -0.17], [0.01, 0.16, 0.19], [-0.09, -0.24, 0.10], [0.05, 0.19, 0.14], [0.16, 0.01, -0.20], [-0.09, -0.24, 0.21], [-0.17, 0.01, -0.03], [0.24, -0.21, 0.20], [-0.08, -0.05, 0.06], [0.02, 0.01, 0.04], [0.03, 0.09, -0.02], [-0.04, 0.05, -0.08], [-1.02, 0.57, 0.32], [0.60, 0.61, -0.94], [-1.02, -0.45, -0.22], [-0.48, -0.36, 0.95], [0.16, 0.26, -0.04], [-0.15, -0.05, -0.10], [0.01, -0.10, 0.19], [0.12, -0.19, -0.21], [-0.03, -0.06, 0.23], [-0.12, 0.19, -0.06], [0.24, 0.01, 0.06], [-0.09, 0.13, 0.05], [-0.08, -0.17, -0.14], [0.26, -0.12, -1.30], [0.58, -0.11, 0.28], [0.29, 0.14, 0.30], [-0.21, -0.05, 0.14], [-0.09, -0.11, 0.08], [-0.24, 0.05, -0.02], [0.29, 0.09, -0.21], [-0.21, -0.03, -0.06], [0.00, 0.00, 0.09], [-0.03, 0.00, 0.03], [-0.03, 0.01, -0.04], [0.05, -0.08, -0.07]], "lowdin_charge": [0.196, -0.178, 0.392, -0.170, -0.216, -0.136, -0.342, -0.050, -0.128, -0.131, -0.042, -0.214, -0.052, 0.013, 0.012, 0.001, 0.014, 0.011, 0.007, 0.016, 0.000, -0.003, 0.078, 0.091, 0.084, 0.109, -0.235, 0.513, -0.225, -0.251, 0.011, 0.008, -0.001, 0.011, -0.004, 0.008, 0.008, 0.001, 0.006, 0.727, -0.664, -0.180, -0.107, -0.120, -0.120, -0.175, 0.068, 0.095, 0.089, 0.092, 0.082]}

***

{"formula": "C6H5Br3N2O2", "method": "ωB97M-V/def2-TZVPD", "de_lowest_kcal_mol": 29.0, "lumo_ev": -0.5206, "homo_energy_ev": -8.68, "e_tot_ha": -8213.4165, "species": ["C", "C", "C", "C", "C", "C", "N", "N", "O", "O", "Br", "Br", "Br", "H", "H", "H", "H", "H"], "coordinates": [[-1.57356, -0.52137, 0.22136], [0.13978, -1.06146, -1.48949], [-0.94104, -1.34432, -0.79268], [0.68243, 1.05683, -0.98873], [0.46470, 0.86552, 0.48664], [-0.94957, 0.48367, 0.83595], [0.89434, -1.51207, -2.46613], [1.65530, -2.72358, -2.29212], [1.46018, -3.32071, -1.28679], [2.36156, -3.01141, -3.22360], [-1.73330, -3.13481, -1.19915], [-0.41731, 2.24487, -1.80570], [2.49769, 1.09538, -1.62790], [-2.55326, -0.62968, 0.59740], [1.15022, 0.18247, 0.99023], [0.76383, 1.81755, 1.17612], [-1.44518, 1.02479, 1.53962], [1.22716, -1.15525, -3.33458]], "forces_ev_per_angstrom": [[0.85, 0.63, 0.48], [-0.54, 4.89, 0.89], [-0.42, -1.62, -0.70], [0.73, -4.51, 0.58], [0.88, 2.76, 2.66], [2.04, -1.47, -2.55], [1.36, -2.71, -0.19], [-0.80, 0.62, -0.34], [0.19, -0.60, 0.99], [0.27, 0.10, -0.28], [0.23, 1.18, 0.43], [-1.03, 1.08, -0.81], [-0.36, 0.10, 0.38], [-1.10, -1.02, -0.29], [0.15, -0.63, -0.76], [-0.83, -1.44, -2.00], [-1.31, 1.46, 1.91], [-0.30, 1.18, -0.40]], "lowdin_charge": [-0.136, -0.210, -0.543, -1.233, -0.344, -0.114, 0.085, -0.416, 0.080, 0.087, 0.686, 0.788, 0.683, 0.097, 0.114, 0.160, 0.078, 0.140]}

***

{"formula": "C3H8BrNOS", "method": "ωB97M-V/def2-TZVPD", "de_lowest_kcal_mol": 30.3, "lumo_ev": 0.6581, "homo_energy_ev": -8.43, "e_tot_ha": -3221.2184, "smiles": "C=C(C)Br.NSO", "species": ["C", "C", "C", "N", "O", "S", "Br", "H", "H", "H", "H", "H", "H", "H", "H"], "coordinates": [[-0.30121, -0.74215, 1.00142], [-0.96074, -0.43170, -1.44374], [-0.71882, 0.00128, 0.02344], [2.42425, 2.36490, 0.14831], [2.41640, -0.18858, 0.35638], [2.15721, 0.99555, -0.74047], [-1.32842, 1.73851, 0.35295], [-0.16028, -0.35690, 1.99062], [-0.17787, -1.86537, 0.69151], [1.79453, -0.02679, 1.21754], [-0.15179, -1.24376, -1.87715], [-0.79405, 0.41160, -2.13486], [-1.88970, -0.99991, -1.55721], [1.61912, 2.97391, 0.37361], [3.18866, 2.96428, -0.02984]], "forces_ev_per_angstrom": [[0.21, -3.28, -0.48], [2.61, -1.90, -0.55], [-0.87, -0.03, -2.56], [-1.61, 0.82, 0.47], [-1.27, 0.32, 3.12], [-0.11, 0.39, -0.01], [-0.08, 0.91, 0.20], [-0.14, -0.25, 0.50], [0.26, 2.24, 1.14], [1.89, -0.61, -3.19], [-1.59, 1.90, 1.62], [-0.71, -0.33, 0.40], [-0.19, 0.74, -0.05], [0.32, -0.99, -0.25], [1.25, 0.07, -0.36]], "lowdin_charge": [-0.123, -0.170, -0.911, -0.340, -0.529, 0.779, 0.736, 0.057, 0.130, 0.090, 0.129, 0.050, 0.066, 0.025, 0.011]}

***

{"formula": "C3H11N", "method": "ωB97M-V/def2-TZVPD", "de_lowest_kcal_mol": 24.6, "lumo_ev": 1.0314, "homo_energy_ev": -9.88, "e_tot_ha": -175.6041, "smiles": "CCC.N", "species": ["N", "H", "H", "H", "C", "C", "C", "H", "H", "H", "H", "H", "H", "H", "H"], "coordinates": [[1.57564, -2.79423, -0.69549], [1.16168, -2.12413, -0.03087], [2.53069, -2.62875, -0.74843], [1.16479, -2.81605, -1.65838], [-1.29729, -0.11342, 0.21168], [-0.16772, 0.74880, 0.74796], [-0.24778, 2.18288, -0.04041], [-1.90117, 0.40645, -0.52557], [-1.86056, -0.58444, 1.04840], [-0.74621, -0.86314, -0.35494], [0.91426, 0.27514, 0.74692], [-0.29140, 1.12621, 1.87863], [0.50925, 2.90486, 0.40759], [0.02268, 1.90118, -1.07416], [-1.36687, 2.37865, 0.08708]], "forces_ev_per_angstrom": [[-2.38, -0.32, -0.38], [0.06, -0.48, -1.03], [1.94, 0.35, -0.21], [0.39, 0.45, 1.63], [1.16, -1.03, 0.71], [1.50, 3.17, 2.21], [0.36, -2.25, 1.24], [-0.38, 0.12, 0.33], [0.10, 0.24, -0.95], [-0.60, -0.60, -0.09], [-2.22, 0.84, -0.34], [-0.01, -1.31, -2.22], [-1.40, -0.62, -0.71], [-0.35, 0.77, 0.22], [1.83, 0.66, -0.42]], "lowdin_charge": [0.011, -0.006, -0.037, 0.035, -0.155, -0.339, -0.132, 0.061, 0.084, 0.042, 0.108, 0.117, 0.074, 0.057, 0.079]}

***

{"formula": "C29H56N3O5", "method": "ωB97M-V/def2-TZVPD", "lumo_ev": -3.0404, "homo_energy_ev": -11.28, "charge": 1, "e_tot_ha": -1678.4182, "species": ["C", "C", "C", "C", "N", "O", "C", "C", "C", "C", "C", "C", "C", "C", "C", "C", "C", "C", "C", "C", "C", "C", "C", "C", "C", "C", "C", "O", "C", "O", "C", "C", "N", "H", "H", "H", "H", "H", "H", "H", "H", "H", "H", "H", "H", "H", "H", "H", "H", "H", "H", "H", "H", "H", "H", "H", "H", "H", "H", "H", "H", "H", "H", "H", "H", "H", "H", "H", "H", "H", "H", "H", "H", "H", "H", "H", "H", "H", "H", "H", "H", "H", "H", "H", "H", "H", "C", "N", "O", "O", "H", "H", "H"], "coordinates": [[1.67965, 2.48320, -0.34810], [0.87103, 2.69860, 0.51873], [-0.27680, 2.99176, 1.56338], [-1.14175, 4.14296, 0.92360], [-2.50212, 4.35195, 1.51491], [-2.65499, 5.39780, 2.38877], [-1.65644, 5.58035, 3.39025], [-1.55970, 4.48414, 4.53295], [-3.18663, 3.06295, 1.95728], [-2.42384, 1.74130, 1.53800], [-2.82035, 1.46257, -0.01575], [-1.60196, 1.00696, -0.91365], [-2.15455, 0.20992, -2.19637], [-0.89460, -0.03479, -3.13356], [-1.25331, -0.52732, -4.59947], [-0.33031, -1.77526, -4.99183], [1.22829, -1.38866, -4.95247], [2.00163, -2.66564, -5.53153], [3.48132, -2.33354, -6.00340], [4.41815, -3.52487, -5.52119], [5.70420, -3.74648, -6.41194], [6.65726, -4.78135, -5.64373], [8.19605, -4.61393, -6.01046], [8.95470, -4.06492, -4.71150], [10.50776, -3.86611, -5.04933], [-3.03437, 0.46539, 2.30395], [-3.01379, 0.58865, 3.87042], [-3.37855, -0.68755, 4.50100], [-4.16793, -0.30570, 5.61882], [-5.33159, -0.60186, 5.71183], [-3.57341, 0.57927, 6.78783], [-3.18188, -0.26646, 8.08063], [-0.97610, 1.70913, 1.78861], [2.16219, 2.11486, -1.28202], [0.28005, 3.37992, 2.47210], [-1.28094, 3.87408, -0.17064], [-0.50635, 5.07976, 0.90037], [-3.07525, 4.63142, 0.69686], [-0.61100, 5.83160, 3.02096], [-1.95396, 6.52706, 3.94176], [-1.15693, 5.02333, 5.44532], [-0.84946, 3.64204, 4.32517], [-2.58369, 4.11320, 4.83729], [-4.20032, 3.00388, 1.44857], [-3.45059, 3.10468, 3.05706], [-3.25547, 2.43392, -0.42012], [-3.65473, 0.69675, -0.07935], [-1.13580, 1.95755, -1.32454], [-0.86012, 0.34328, -0.40006], [-2.47502, -0.79949, -1.78596], [-2.99635, 0.76149, -2.69818], [-0.23270, -0.81923, -2.64906], [-0.28364, 0.92317, -3.16077], [-2.35042, -0.76867, -4.65240], [-0.99239, 0.28113, -5.34527], [-0.48845, -2.63773, -4.27463], [-0.56178, -2.11239, -6.04855], [1.54134, -1.13792, -3.89897], [1.36057, -0.47909, -5.60562], [1.98799, -3.43829, -4.70954], [1.39612, -3.06064, -6.40575], [3.86353, -1.36798, -5.56247], [3.46896, -2.26156, -7.13254], [3.86949, -4.51901, -5.48520], [4.76151, -3.31562, -4.46933], [5.45417, -4.24523, -7.40134], [6.26776, -2.80374, -6.66518], [6.51607, -4.63037, -4.52781], [6.32689, -5.83247, -5.88329], [8.29966, -3.90683, -6.87849], [8.66698, -5.59769, -6.30147], [8.80218, -4.81180, -3.87265], [8.44683, -3.10359, -4.39859], [10.61792, -3.97469, -6.16622], [10.79468, -2.81596, -4.77301], [11.12604, -4.62629, -4.49079], [-2.46574, -0.44122, 1.93621], [-4.10931, 0.33003, 1.98336], [-3.82175, 1.32646, 4.16637], [-2.01087, 0.88807, 4.30656], [-2.65372, 1.15762, 6.46278], [-4.30877, 1.37164, 7.12572], [-2.26957, 0.22008, 8.53725], [-2.91997, -1.32842, 7.79068], [-4.01982, -0.28484, 8.82456], [-0.73193, 1.42175, 2.73779], [-7.17847, -0.10949, 8.74871], [-7.20327, 1.08516, 9.63462], [-6.80871, 0.94428, 10.77741], [-7.61786, 2.12180, 9.14734], [-6.78815, -0.95424, 9.31040], [-8.19951, -0.30041, 8.42498], [-6.53322, 0.12243, 7.90292]], "forces_ev_per_angstrom": [[-0.25, -0.72, -1.16], [-1.29, 0.87, 1.05], [2.32, -0.08, -1.37], [1.97, -0.61, -1.24], [-0.24, -1.23, -1.65], [-0.15, 1.08, 0.63], [1.49, 0.45, 2.55], [-0.17, 0.53, 0.31], [-1.36, -1.63, 1.03], [-1.22, -1.49, -0.29], [0.80, 0.27, 0.16], [-1.56, 0.37, -1.35], [1.62, -0.24, 1.02], [-0.35, 0.08, -0.08], [1.04, -0.41, 0.17], [0.23, 0.83, 0.24], [-1.18, -1.02, -0.72], [-0.16, 1.38, 0.35], [-0.34, -1.32, 0.32], [0.51, 0.25, -0.80], [0.30, -1.15, 0.42], [0.07, 0.23, -0.47], [-0.38, -0.07, 1.23], [0.12, -0.31, -1.01], [-1.07, 0.22, 0.26], [-0.20, 0.32, 0.23], [0.07, -0.11, -0.19], [-0.72, 1.74, 0.79], [-0.95, 0.54, 1.30], [1.21, -0.38, -0.63], [1.01, 0.40, 0.06], [0.32, -0.15, -0.54], [-0.39, 1.65, 0.57], [-0.28, 0.71, 1.53], [-0.97, -0.52, -0.81], [-0.18, 0.24, 1.35], [-1.17, -0.87, 0.30], [0.38, 0.28, 0.69], [-1.34, -0.54, -0.17], [-0.14, -1.09, -1.14], [-0.36, -0.63, -1.08], [-0.85, 0.65, 0.04], [1.16, 0.31, -0.44], [1.25, 0.38, 0.52], [0.89, 0.33, -1.26], [0.50, -1.18, 0.10], [0.98, 0.90, 0.26], [-0.03, -1.27, 0.68], [-0.66, 0.92, -0.26], [-0.13, 1.17, -0.77], [0.82, -0.61, 0.42], [-0.81, 0.92, -0.38], [-0.68, -1.09, -0.08], [1.07, 0.17, -0.12], [-0.60, -0.74, 0.77], [-0.02, 0.87, -0.83], [0.13, 0.31, 1.26], [-0.13, -0.28, -1.12], [0.09, -0.88, 0.60], [0.13, 0.66, -0.93], [0.79, 0.34, 1.05], [-0.48, -0.94, -0.53], [0.24, 0.04, 1.25], [0.43, 1.25, -0.11], [-0.39, -0.15, -0.92], [0.02, 0.81, 1.05], [-0.64, -0.75, 0.51], [0.25, -0.22, -1.24], [0.19, 1.06, 0.30], [0.06, -0.59, 0.85], [-0.52, 1.00, 0.24], [0.20, 0.86, -0.95], [0.68, -0.95, -0.30], [0.21, 0.02, 1.23], [0.08, -1.11, -0.19], [-0.49, 0.95, -0.77], [-0.52, 1.04, 0.51], [1.15, 0.13, 0.41], [1.13, -0.48, -0.32], [-1.07, -0.07, -0.65], [-0.97, -0.82, 0.19], [0.51, -1.07, -0.81], [-1.13, -0.67, -0.32], [-0.24, 1.20, 0.44], [0.82, -0.02, -0.72], [-0.48, -0.18, -0.40], [0.09, -0.26, -0.01], [-0.01, 0.04, 0.21], [-0.11, 0.19, -0.35], [0.18, -0.27, 0.18], [-0.05, 0.14, 0.03], [0.10, 0.11, -0.08], [-0.19, -0.01, -0.05]], "lowdin_charge": [0.109, -0.079, -0.266, -0.037, -0.076, -0.053, -0.199, -0.065, -0.008, -0.397, -0.125, -0.203, -0.197, -0.226, -0.199, -0.221, -0.215, -0.218, -0.202, -0.233, -0.216, -0.223, -0.228, -0.261, -0.120, -0.074, -0.179, -0.031, -0.442, 0.129, -0.150, -0.077, 0.040, 0.070, 0.139, 0.147, 0.163, 0.205, 0.134, 0.150, 0.101, 0.063, 0.087, 0.159, 0.126, 0.111, 0.123, 0.096, 0.122, 0.124, 0.118, 0.108, 0.110, 0.105, 0.109, 0.116, 0.109, 0.100, 0.113, 0.109, 0.112, 0.110, 0.114, 0.118, 0.108, 0.116, 0.109, 0.096, 0.108, 0.103, 0.110, 0.105, 0.103, 0.067, 0.064, 0.072, 0.152, 0.137, 0.130, 0.127, 0.097, 0.124, 0.084, 0.093, 0.069, 0.115, 0.041, -0.451, 0.066, 0.056, 0.097, 0.105, 0.070]}